1.
Below is a 19-piece molecular cluster, C76H190O38 overall in a non-equilibrium geometry, with properties calculated with wB97M-V/def2-TZVPD.

The relative energy (zero: lowest compared OMol25 entry of this formula, charge and spin) is 191.2 kcal per mole. As for the molar mass: 1712.318 g mol⁻¹. Its LUMO energy is 0.0161 hartree. As for the HOMO energy: -9.121 eV. The value obtained for the total energy is -5867.592836 Eh.

Geometry as ORCA input:
```
! RIJCOSX wB97M-V def2-TZVPD def2/J DEFGRID3
* xyz 0 1
C 23.362 15.790 6.849
O 24.046 16.502 7.813
C 23.328 17.685 8.226
C 23.487 18.908 7.252
O 24.789 19.428 7.016
C 25.812 18.460 6.656
H 24.062 15.021 6.523
H 23.008 16.345 5.980
H 22.565 15.262 7.372
H 23.610 18.005 9.228
H 22.249 17.537 8.278
H 22.733 19.673 7.436
H 23.128 18.582 6.276
H 26.032 18.102 7.662
H 26.630 18.950 6.128
H 25.515 17.555 6.126
C 13.178 4.508 11.296
O 13.401 5.766 11.799
C 13.737 5.697 13.195
C 15.228 5.774 13.531
O 15.752 7.075 13.520
C 15.675 7.786 12.278
H 12.144 4.220 11.486
H 13.818 3.665 11.556
H 13.272 4.530 10.210
H 13.105 5.028 13.779
H 13.162 6.571 13.500
H 15.843 4.987 13.096
H 15.335 5.655 14.609
H 16.408 8.575 12.447
H 14.688 8.248 12.249
H 15.904 7.193 11.393
C 13.390 6.761 8.233
O 13.354 7.244 6.951
C 12.082 7.283 6.287
C 12.206 7.670 4.791
O 11.146 7.139 4.051
C 10.860 7.786 2.778
H 13.471 5.678 8.327
H 12.491 7.050 8.778
H 14.239 7.158 8.790
H 11.630 8.106 6.840
H 11.575 6.332 6.452
H 13.105 7.318 4.286
H 12.206 8.757 4.709
H 10.301 8.719 2.862
H 10.086 7.162 2.332
H 11.666 8.017 2.082
C 26.736 5.260 8.710
O 25.782 6.121 9.258
C 26.155 7.472 9.356
C 24.930 8.443 9.299
O 24.195 8.007 10.430
C 23.364 8.983 11.027
H 27.772 5.381 9.026
H 26.582 5.308 7.632
H 26.478 4.297 9.152
H 26.847 7.747 8.560
H 26.779 7.671 10.228
H 24.381 8.287 8.370
H 25.266 9.478 9.367
H 23.986 9.810 11.369
H 22.821 8.510 11.846
H 22.662 9.309 10.259
C 20.654 5.192 11.903
O 19.748 4.566 12.778
C 18.974 5.421 13.594
C 19.703 6.058 14.785
O 20.107 7.354 14.420
C 18.933 8.201 14.365
H 20.204 5.771 11.096
H 21.279 4.534 11.300
H 21.273 5.903 12.450
H 18.021 5.007 13.922
H 18.627 6.192 12.906
H 20.692 5.601 14.816
H 18.996 6.109 15.613
H 19.272 9.237 14.358
H 18.289 8.002 15.223
H 18.351 8.146 13.445
C 10.647 12.547 10.489
O 11.335 11.726 9.509
C 12.749 11.563 9.790
C 13.550 11.223 8.586
O 14.953 11.164 8.885
C 15.814 11.381 7.708
H 10.818 12.273 11.530
H 9.564 12.631 10.400
H 10.979 13.585 10.491
H 12.983 10.824 10.556
H 13.099 12.523 10.169
H 13.326 11.824 7.705
H 13.343 10.227 8.197
H 15.618 12.348 7.245
H 15.617 10.516 7.076
H 16.873 11.451 7.956
C 20.137 24.541 14.179
O 20.042 23.387 13.330
C 18.688 23.192 12.867
C 18.616 22.117 11.829
O 18.906 20.760 12.225
C 19.172 19.799 11.184
H 19.732 24.376 15.178
H 19.633 25.389 13.715
H 21.192 24.801 14.254
H 18.202 24.065 12.432
H 18.076 22.941 13.734
H 19.056 22.519 10.916
H 17.564 21.930 11.618
H 19.322 18.846 11.691
H 20.010 19.951 10.504
H 18.213 19.890 10.674
C 22.095 8.199 5.738
O 21.832 9.553 5.690
C 21.512 10.106 4.448
C 20.784 11.436 4.655
O 19.476 11.292 5.203
C 18.561 10.402 4.525
H 22.999 8.064 6.332
H 22.256 7.831 4.725
H 21.233 7.721 6.203
H 20.954 9.368 3.870
H 22.416 10.413 3.922
H 20.768 11.888 3.663
H 21.297 12.055 5.392
H 18.369 10.725 3.502
H 17.695 10.433 5.186
H 18.893 9.365 4.481
C 21.050 14.279 14.821
O 21.878 13.179 14.798
C 21.222 11.921 14.482
C 22.111 10.602 14.434
O 22.545 10.226 15.754
C 23.124 8.959 15.743
H 20.748 14.579 13.818
H 21.636 15.110 15.214
H 20.113 14.030 15.320
H 20.985 11.946 13.418
H 20.267 11.848 15.003
H 23.059 10.829 13.944
H 21.562 9.809 13.927
H 23.014 8.820 16.818
H 24.136 9.092 15.360
H 22.620 8.193 15.153
C 24.025 3.105 4.612
O 24.285 4.191 5.553
C 23.759 3.931 6.877
C 23.153 5.094 7.581
O 21.900 5.599 7.020
C 20.745 4.788 7.211
H 24.680 3.379 3.784
H 22.997 3.022 4.261
H 24.425 2.179 5.025
H 24.608 3.584 7.465
H 22.996 3.156 6.802
H 23.912 5.867 7.453
H 22.974 4.967 8.649
H 20.752 3.849 6.657
H 19.933 5.485 7.003
H 20.697 4.704 8.297
C 29.459 11.165 4.483
O 28.184 11.441 5.032
C 27.545 10.396 5.817
C 26.014 10.664 5.906
O 25.697 11.972 6.417
C 24.256 12.054 6.665
H 29.261 10.352 3.785
H 30.115 10.819 5.282
H 29.893 12.055 4.027
H 27.935 10.610 6.812
H 27.732 9.420 5.369
H 25.623 9.821 6.475
H 25.684 10.712 4.868
H 23.975 13.004 7.121
H 23.957 11.217 7.295
H 23.676 11.925 5.751
C 26.856 11.969 14.352
O 26.293 12.767 13.319
C 25.812 13.992 13.840
C 25.045 14.891 12.737
O 26.026 15.407 11.843
C 25.516 16.004 10.597
H 27.026 11.056 13.782
H 26.284 11.879 15.276
H 27.866 12.310 14.580
H 26.670 14.596 14.135
H 25.131 14.008 14.690
H 24.465 15.728 13.126
H 24.402 14.172 12.229
H 24.795 15.337 10.124
H 26.385 16.093 9.945
H 25.155 17.021 10.748
C 19.344 9.396 10.447
O 20.214 10.561 10.429
C 20.175 11.290 9.196
C 21.289 12.411 9.244
O 20.879 13.415 10.196
C 21.875 14.282 10.630
H 18.380 9.625 9.994
H 19.322 9.097 11.495
H 19.929 8.610 9.970
H 19.179 11.688 9.002
H 20.385 10.628 8.357
H 21.639 12.731 8.263
H 22.232 11.977 9.575
H 21.495 15.022 11.335
H 22.420 14.837 9.867
H 22.524 13.624 11.209
C 17.094 19.181 2.158
O 18.229 19.314 2.974
C 19.159 18.208 2.916
C 20.491 18.436 3.601
O 20.387 18.632 4.996
C 19.893 17.503 5.752
H 17.064 18.282 1.542
H 17.032 20.057 1.513
H 16.240 19.157 2.835
H 19.429 18.027 1.876
H 18.682 17.265 3.186
H 20.923 19.330 3.152
H 21.088 17.563 3.338
H 19.985 17.625 6.831
H 20.468 16.603 5.530
H 18.840 17.304 5.549
C 18.079 12.958 12.052
O 16.948 13.388 12.817
C 17.097 14.741 13.237
C 15.889 15.113 14.167
O 16.348 16.078 15.127
C 15.281 16.487 15.992
H 17.741 12.015 11.621
H 19.018 12.761 12.570
H 18.153 13.647 11.211
H 17.108 15.476 12.432
H 18.051 14.922 13.731
H 15.510 14.216 14.658
H 15.032 15.449 13.583
H 14.509 17.036 15.453
H 15.690 17.136 16.766
H 14.809 15.671 16.539
C 29.434 14.224 11.775
O 29.302 13.561 10.489
C 28.070 12.860 10.321
C 28.090 11.923 9.135
O 28.679 10.627 9.218
C 30.061 10.729 9.106
H 28.817 15.114 11.655
H 30.489 14.407 11.977
H 29.120 13.623 12.628
H 27.293 13.620 10.241
H 27.711 12.247 11.148
H 28.367 12.370 8.181
H 27.037 11.760 8.909
H 30.263 10.922 8.052
H 30.484 9.744 9.308
H 30.528 11.412 9.815
C 25.783 20.768 14.496
O 24.629 20.238 15.217
C 24.897 19.078 15.973
C 23.646 18.466 16.751
O 22.638 18.045 15.800
C 22.032 19.064 15.057
H 25.488 21.519 13.763
H 26.242 20.002 13.871
H 26.486 21.247 15.178
H 25.802 19.347 16.519
H 25.136 18.293 15.254
H 23.318 19.308 17.361
H 24.033 17.673 17.391
H 21.100 18.645 14.677
H 22.560 19.351 14.147
H 21.860 19.945 15.676
C 17.180 6.648 7.343
O 17.703 5.728 8.342
C 16.788 4.853 8.964
C 17.336 4.283 10.363
O 16.482 3.135 10.785
C 16.986 2.392 11.881
H 17.896 7.458 7.202
H 16.233 7.054 7.700
H 16.871 6.175 6.411
H 16.604 4.073 8.225
H 15.885 5.440 9.135
H 17.371 5.044 11.142
H 18.384 4.021 10.222
H 16.476 1.428 11.891
H 16.855 2.977 12.792
H 18.029 2.082 11.817
C 18.949 14.592 8.103
O 18.308 14.921 6.894
C 16.936 15.143 7.014
C 16.322 15.797 5.771
O 16.124 14.867 4.690
C 17.275 14.487 3.899
H 19.932 14.243 7.784
H 18.314 13.862 8.605
H 18.947 15.386 8.850
H 16.889 15.920 7.777
H 16.379 14.241 7.265
H 16.822 16.726 5.494
H 15.335 16.186 6.020
H 18.065 14.005 4.476
H 17.743 15.409 3.554
H 16.932 13.924 3.031
*
```

These are the Löwdin partial charges, in e, on atoms 1 to 8:
1 C -0.126
2 O -0.216
3 C -0.160
4 C -0.188
5 O -0.186
6 C -0.064
7 H 0.083
8 H 0.087

***

2.
Below is C3H5NO2 as an isolated structure, with properties calculated with wB97M-V/def2-TZVPD.

The relative energy (zero: lowest compared OMol25 entry of this formula, charge and spin) is 16.6 kcal per mole. As for the molar mass: 87.078 g mol⁻¹. Its LUMO energy is 0.0250 hartree. As for the HOMO energy: -10.537 eV. The value obtained for the total energy is -322.547802 Eh.

Geometry as ORCA input:
```
! RIJCOSX wB97M-V def2-TZVPD def2/J DEFGRID3
* xyz 0 1
O 2.877 -0.402 0.201
C 1.968 -0.138 -0.516
N 0.479 -0.772 0.538
C -0.731 -0.393 0.567
C -1.257 0.720 -0.291
O 1.472 0.289 -1.508
H 0.781 -1.498 1.183
H -0.689 0.809 -1.223
H -1.425 -0.857 1.276
H -1.155 1.653 0.279
H -2.320 0.590 -0.506
*
```

These are the Löwdin partial charges, in e, on atoms 1 to 8:
1 O 0.102
2 C -0.557
3 N 0.114
4 C -0.170
5 C -0.057
6 O 0.097
7 H 0.112
8 H 0.068

***

3.
Below is one molecule with the formula C2H5N3O in a non-equilibrium geometry, with properties calculated with wB97M-V/def2-TZVPD.

The relative energy (zero: lowest compared OMol25 entry of this formula, charge and spin) is 9.0 kcal per mole. As for the molar mass: 87.082 g mol⁻¹. Its LUMO energy is 0.0207 hartree. As for the HOMO energy: -9.929 eV. The value obtained for the total energy is -318.736190 Eh.

Geometry as ORCA input:
```
! RIJCOSX wB97M-V def2-TZVPD def2/J DEFGRID3
* xyz 0 1
H -2.698 -0.898 -0.153
N -2.674 0.153 -0.057
C -1.498 0.605 0.061
N -0.280 -0.121 0.116
C 1.031 0.418 0.039
N 1.951 -0.575 0.031
O 1.247 1.602 -0.045
H -1.285 1.675 0.269
H -0.441 -1.108 -0.039
H 2.909 -0.229 -0.171
H 1.737 -1.522 -0.052
*
```

These are the Löwdin partial charges, in e, on atoms 1 to 8:
1 H 0.057
2 N 0.069
3 C -0.288
4 N 0.075
5 C -0.609
6 N 0.160
7 O 0.068
8 H 0.128

***

Q: Which of these has the highest relative energy (zero: lowest compared OMol25 entry of this formula, charge and spin)?
A: C76H190O38